# 1
This record from the Open Molecules 2025 dataset describes a cluster of 16 separate species, C96H214N10O16 in total. The level of theory is wB97M-V/def2-TZVPD.

Results
- Spin multiplicity: 1
- Frontier orbital gap: 8.6 eV
- Net charge: 0
- HOMO level: -0.3065 Eh

CARTESIAN COORDINATES (ANGSTROEM)
C -8.282 1.977 -4.308
C -7.125 2.627 -3.503
C -7.588 2.852 -2.021
C -7.433 1.572 -1.107
C -5.982 1.067 -1.259
C -5.628 0.674 -2.678
N -5.821 1.944 -3.496
O -5.518 1.488 -4.826
C -4.113 0.369 -2.680
C -6.409 -0.571 -3.177
C -6.820 4.050 -4.148
H -8.501 0.966 -3.931
H -8.014 2.095 -5.354
H -9.068 2.688 -4.182
H -7.098 3.752 -1.603
H -8.629 3.067 -2.132
H -8.032 0.721 -1.517
H -7.683 1.700 -0.052
H -5.650 0.302 -0.549
H -5.327 1.905 -1.034
H -3.679 0.043 -3.554
H -3.501 1.174 -2.218
H -4.135 -0.438 -1.907
H -7.457 -0.207 -3.214
H -6.132 -0.824 -4.207
H -6.362 -1.401 -2.490
H -6.017 4.486 -3.537
H -7.739 4.713 -4.086
H -6.375 4.006 -5.096
H -4.785 2.082 -5.093
C 7.217 -2.303 1.099
C 6.013 -2.637 1.943
C 4.896 -3.208 1.061
C 5.079 -4.652 0.589
C 5.425 -5.566 1.768
C 6.505 -5.042 2.699
N 6.230 -3.593 3.084
O 7.335 -2.962 3.757
C 6.372 -5.905 3.967
C 7.912 -5.304 2.211
C 5.598 -1.355 2.643
H 6.981 -1.353 0.599
H 7.319 -3.056 0.354
H 8.131 -2.192 1.708
H 3.883 -3.168 1.558
H 4.795 -2.579 0.164
H 5.914 -4.762 -0.165
H 4.176 -4.934 0.027
H 5.696 -6.565 1.385
H 4.496 -5.702 2.338
H 6.510 -6.886 3.620
H 7.264 -5.612 4.581
H 5.424 -5.659 4.453
H 8.122 -5.050 1.153
H 8.514 -4.708 2.870
H 8.222 -6.324 2.343
H 4.749 -1.580 3.337
H 5.200 -0.551 1.996
H 6.391 -0.833 3.175
H 7.027 -2.724 4.669
C 0.103 4.037 -1.444
C 1.302 4.997 -1.354
C 2.532 4.136 -1.308
C 3.823 4.780 -1.486
C 3.885 5.502 -2.833
C 2.727 6.539 -2.800
N 1.402 5.858 -2.547
O 0.345 6.825 -2.528
C 2.881 7.811 -1.875
C 2.662 7.006 -4.229
C 1.078 5.681 -0.036
H 0.172 3.332 -0.620
H 0.218 3.545 -2.400
H -0.808 4.644 -1.388
H 2.641 3.580 -0.386
H 2.365 3.431 -2.101
H 4.619 4.044 -1.390
H 4.031 5.523 -0.740
H 3.636 4.784 -3.668
H 4.847 6.033 -3.077
H 3.147 7.720 -0.871
H 3.631 8.410 -2.355
H 1.986 8.446 -2.004
H 2.481 6.139 -4.840
H 1.942 7.791 -4.481
H 3.682 7.379 -4.563
H 0.297 6.441 0.001
H 1.960 6.156 0.317
H 0.825 5.009 0.821
H -0.324 6.578 -3.154
C 2.719 -0.012 9.312
C 2.499 0.047 7.815
C 2.980 -1.253 7.140
C 2.531 -1.268 5.707
C 1.032 -1.269 5.675
C 0.424 0.015 6.275
N 1.019 0.215 7.593
O 0.528 1.425 8.073
C 0.520 1.232 5.392
C -1.103 -0.351 6.543
C 3.246 1.276 7.308
H 2.262 0.904 9.813
H 3.790 0.063 9.564
H 2.394 -0.879 9.826
H 4.062 -1.276 7.265
H 2.575 -2.136 7.722
H 2.857 -2.138 5.075
H 2.927 -0.402 5.177
H 0.641 -2.079 6.329
H 0.593 -1.295 4.670
H 0.707 2.139 6.018
H 1.326 1.228 4.656
H -0.319 1.379 4.698
H -1.083 -1.186 7.231
H -1.609 0.519 6.958
H -1.546 -0.692 5.549
H 2.714 2.169 7.666
H 3.406 1.265 6.258
H 4.262 1.271 7.800
H 0.077 1.121 8.867
C 5.469 6.522 3.389
C 5.170 5.057 3.704
C 3.833 4.724 2.952
C 3.597 3.202 2.675
C 4.832 2.690 2.055
C 6.056 2.813 2.947
N 6.272 4.261 3.151
O 7.372 4.464 4.055
C 6.043 1.960 4.262
C 7.250 2.342 2.168
C 4.846 4.914 5.195
H 5.591 6.687 2.277
H 6.329 6.861 4.065
H 4.580 7.056 3.685
H 2.948 5.171 3.505
H 3.941 5.186 1.982
H 2.768 3.122 1.974
H 3.379 2.573 3.588
H 4.980 3.276 1.142
H 4.726 1.636 1.739
H 5.994 0.925 3.932
H 7.044 2.160 4.672
H 5.288 2.340 4.902
H 7.369 2.906 1.203
H 8.155 2.314 2.805
H 7.021 1.295 1.961
H 5.711 4.796 5.829
H 4.108 4.109 5.413
H 4.375 5.852 5.597
H 8.067 4.831 3.497
C -3.250 -8.013 -1.554
C -4.017 -6.635 -1.668
C -4.000 -6.091 -3.097
C -5.026 -5.019 -3.331
C -6.403 -5.599 -3.075
C -6.520 -6.018 -1.575
N -5.459 -6.935 -1.306
O -5.607 -7.514 -0.008
C -6.454 -4.793 -0.648
C -7.874 -6.720 -1.309
C -3.388 -5.763 -0.632
H -2.191 -7.951 -1.807
H -3.769 -8.712 -2.228
H -3.481 -8.458 -0.577
H -3.028 -5.649 -3.236
H -4.195 -6.860 -3.791
H -4.878 -4.657 -4.337
H -4.712 -4.204 -2.685
H -6.528 -6.566 -3.642
H -7.150 -4.868 -3.343
H -5.540 -4.193 -0.803
H -7.305 -4.106 -0.769
H -6.528 -5.186 0.407
H -7.975 -7.064 -0.236
H -8.755 -6.160 -1.477
H -7.899 -7.590 -1.977
H -3.347 -6.259 0.351
H -3.919 -4.857 -0.565
H -2.327 -5.493 -0.928
H -5.366 -6.831 0.570
C -0.677 -4.734 -6.125
C -1.219 -3.504 -6.932
C -2.624 -3.291 -6.447
C -2.781 -2.626 -5.092
C -1.899 -1.349 -5.108
C -0.449 -1.509 -5.485
N -0.538 -2.188 -6.795
O 0.853 -2.418 -7.276
C 0.145 -0.139 -5.713
C 0.389 -2.250 -4.402
C -1.231 -3.808 -8.366
H 0.396 -4.723 -6.088
H -0.874 -5.697 -6.725
H -1.144 -4.696 -5.152
H -2.986 -2.546 -7.184
H -3.265 -4.216 -6.514
H -2.373 -3.282 -4.305
H -3.817 -2.432 -4.930
H -1.901 -0.708 -4.179
H -2.370 -0.637 -5.858
H 1.165 -0.313 -5.940
H -0.281 0.269 -6.575
H 0.044 0.424 -4.820
H 0.970 -1.656 -3.631
H -0.188 -2.990 -3.830
H 1.206 -2.763 -4.980
H -1.957 -4.566 -8.584
H -0.228 -4.078 -8.675
H -1.486 -2.912 -8.921
H 0.857 -1.999 -8.157
C -6.364 3.927 1.399
C -5.512 3.994 2.691
C -5.409 2.554 3.327
C -4.368 2.609 4.486
C -2.989 2.979 4.011
C -3.040 4.351 3.303
N -4.118 4.287 2.259
O -4.124 5.727 1.830
C -3.079 5.526 4.282
C -1.708 4.538 2.502
C -6.217 5.014 3.562
H -7.257 3.408 1.618
H -5.751 3.499 0.631
H -6.561 4.930 0.957
H -6.435 2.267 3.704
H -5.017 1.837 2.596
H -4.328 1.653 4.972
H -4.709 3.333 5.254
H -2.533 2.305 3.286
H -2.287 2.954 4.866
H -3.791 5.406 5.070
H -2.077 5.576 4.738
H -3.232 6.469 3.752
H -0.846 4.688 3.169
H -1.613 3.633 1.910
H -1.682 5.351 1.782
H -6.262 4.679 4.563
H -7.245 5.113 3.276
H -5.694 5.968 3.413
H -3.697 5.713 0.922
C 1.824 0.010 1.936
C 0.540 0.078 1.108
C 0.883 0.286 -0.358
C -0.296 0.333 -1.305
C -1.112 -0.958 -1.004
C -1.552 -1.177 0.479
N -0.322 -1.139 1.326
O -0.645 -1.278 2.735
C -2.635 -0.148 0.942
C -2.178 -2.594 0.493
C -0.147 1.339 1.671
H 2.364 0.979 1.901
H 2.581 -0.747 1.607
H 1.459 -0.178 2.893
H 1.434 1.274 -0.409
H 1.601 -0.457 -0.682
H 0.036 0.364 -2.367
H -0.887 1.134 -1.021
H -0.543 -1.896 -1.263
H -2.105 -1.071 -1.503
H -2.627 -0.051 2.062
H -2.522 0.889 0.522
H -3.534 -0.540 0.606
H -2.534 -2.862 1.490
H -3.080 -2.533 -0.118
H -1.410 -3.280 0.173
H 0.509 2.166 1.759
H -0.430 1.171 2.694
H -0.986 1.576 1.009
H -0.335 -2.184 2.914
C 6.851 -2.210 -4.620
C 5.408 -1.907 -4.927
C 4.487 -2.902 -4.266
C 4.412 -2.775 -2.751
C 3.838 -1.393 -2.489
C 4.722 -0.295 -2.978
N 4.981 -0.579 -4.437
O 5.785 0.431 -5.004
C 3.993 1.021 -2.982
C 6.078 -0.087 -2.227
C 5.207 -1.876 -6.429
H 7.602 -1.455 -5.030
H 7.102 -3.184 -5.061
H 7.002 -2.272 -3.503
H 3.465 -2.857 -4.693
H 4.775 -3.841 -4.726
H 5.460 -2.793 -2.328
H 3.875 -3.641 -2.341
H 3.615 -1.301 -1.368
H 2.861 -1.229 -2.971
H 3.764 1.279 -1.955
H 4.623 1.805 -3.435
H 3.079 0.943 -3.593
H 5.929 -0.153 -1.146
H 6.744 -0.828 -2.437
H 6.519 0.852 -2.451
H 4.102 -1.604 -6.532
H 5.430 -2.861 -6.910
H 5.695 -1.173 -7.059
H 6.684 0.168 -4.705
C 1.527 -3.482 -0.433
O 0.977 -3.405 0.890
H 1.081 -2.691 -1.030
H 2.654 -3.523 -0.371
H 1.311 -4.464 -0.877
H 0.572 -2.542 1.034
C -3.148 3.155 -7.561
O -3.251 2.765 -6.168
H -2.575 4.098 -7.629
H -2.573 2.359 -8.065
H -4.185 3.227 -7.945
H -2.461 2.259 -5.929
C -3.462 4.452 -1.254
O -2.968 5.728 -0.770
H -3.228 4.408 -2.268
H -3.050 3.628 -0.680
H -4.556 4.370 -1.157
H -3.270 6.436 -1.313
C -6.547 -2.718 2.325
O -5.310 -2.450 1.610
H -7.129 -1.776 2.502
H -7.012 -3.391 1.687
H -6.360 -3.098 3.371
H -4.808 -1.911 2.218
C -3.392 -2.975 4.328
O -3.956 -1.763 4.022
H -2.287 -2.903 4.207
H -3.709 -3.325 5.285
H -3.756 -3.694 3.553
H -3.803 -1.092 4.714
C -0.543 -5.250 3.466
O 0.193 -4.056 3.288
H -1.479 -5.077 3.953
H -0.656 -5.686 2.516
H 0.050 -5.920 4.078
H 0.645 -4.024 2.419

# 2
This record from the Open Molecules 2025 dataset describes a structure of composition C17H18BCuN10O2STe. The level of theory is wB97M-V/def2-TZVPD.

Results
- Spin multiplicity: 1
- Frontier orbital gap: 7.3 eV
- Net charge: 0
- HOMO level: -0.2939 Eh

CARTESIAN COORDINATES (ANGSTROEM)
Cu 0.726 -0.206 0.530
C -2.271 -1.178 3.447
C -0.910 -1.120 3.144
N -0.718 -0.869 1.856
N -1.949 -0.762 1.298
C -2.891 -0.934 2.242
B -2.132 -0.272 -0.187
N -1.320 -1.171 -1.171
C -1.737 -1.653 -2.357
C -0.709 -2.373 -2.922
C 0.329 -2.267 -1.991
N -0.037 -1.543 -0.945
N -1.638 1.191 -0.290
C -2.285 2.366 -0.203
C -1.351 3.376 -0.142
C -0.123 2.712 -0.183
N -0.291 1.402 -0.270
N -3.605 -0.448 -0.544
C -4.273 -1.625 -0.487
C -5.544 -1.418 -0.960
C -5.558 -0.052 -1.300
N -4.395 0.524 -1.055
H -2.734 -1.361 4.399
H -0.062 -1.233 3.801
H -3.936 -0.860 1.997
H -2.733 -1.454 -2.713
H -0.714 -2.896 -3.861
H 1.324 -2.684 -2.032
H -3.358 2.395 -0.231
H -1.535 4.433 -0.092
H 0.878 3.115 -0.153
H -3.790 -2.516 -0.123
H -6.336 -2.140 -1.050
H -6.364 0.532 -1.713
N 2.380 -2.173 1.189
N 3.294 -1.513 2.015
C 3.291 -0.139 2.081
O 3.750 0.474 3.003
O 2.750 0.490 1.008
H 1.573 -2.517 1.704
H 2.837 -2.926 0.689
H 3.588 -1.953 2.879
Te 3.164 -0.040 -0.934
C 4.665 1.354 -1.015
C 4.566 2.642 -1.479
C 5.786 3.353 -1.380
C 6.785 2.592 -0.837
S 6.250 1.024 -0.464
H 3.647 3.054 -1.868
H 5.916 4.379 -1.687
H 7.801 2.890 -0.643

# 3
This record from the Open Molecules 2025 dataset describes a cluster of 2 separate species, C12H16N2O in total. The level of theory is wB97M-V/def2-TZVPD.

Results
- Spin multiplicity: 2
- Frontier orbital gap (spin up / spin down): 8.0 / 4.2 eV
- ΔE to the lowest compared entry with this formula, charge and spin: 180.4 kJ/mol
- Net charge: +1
- HOMO level (spin up / spin down): -0.4176 / -0.4176 Eh

CARTESIAN COORDINATES (ANGSTROEM)
C 2.728 -1.029 1.327
C 3.328 -0.924 2.745
C 1.640 -2.035 1.305
C 1.361 -3.155 2.002
C -0.220 -2.841 0.467
N 0.641 -1.850 0.347
N 0.288 -3.760 1.363
H 2.173 -0.072 1.343
H 3.349 -1.180 0.450
H 2.555 -0.620 3.441
H 1.831 -3.765 2.755
H -1.221 -2.840 0.082
H -0.366 -4.329 1.879
H 4.059 -0.107 2.776
H 3.886 -1.825 3.014
C -2.552 -0.626 -1.253
C -0.737 3.251 -1.298
C -2.025 3.110 -1.878
C -0.064 2.200 -0.642
C -2.547 1.857 -1.841
C -0.568 0.917 -0.767
C -1.885 0.732 -1.220
O -0.120 4.416 -1.399
H -2.511 3.978 -2.297
H -0.740 5.122 -1.651
H 0.829 2.292 -0.042
H -3.567 1.756 -2.189
H 0.051 0.058 -0.525
H -1.878 -1.337 -1.719
H -3.434 -0.508 -1.880
H -2.854 -0.823 -0.225

# 4
This record from the Open Molecules 2025 dataset describes a structure of composition C22H34ClN6O4V. The level of theory is wB97M-V/def2-TZVPD.

Results
- Spin multiplicity: 3
- Frontier orbital gap (spin up / spin down): 6.5 / 6.6 eV
- Net charge: 0
- HOMO level (spin up / spin down): -0.2314 / -0.2357 Eh

CARTESIAN COORDINATES (ANGSTROEM)
O 0.465 0.098 -1.814
C -0.349 0.257 -2.941
C -0.098 1.582 -3.623
C 0.565 2.614 -2.968
H 0.933 2.430 -1.970
C 0.761 3.841 -3.585
H 1.268 4.637 -3.054
C 0.307 4.051 -4.880
H 0.458 5.007 -5.365
C -0.337 3.020 -5.553
H -0.686 3.170 -6.566
C -0.538 1.799 -4.926
H -1.045 0.998 -5.450
H -0.133 -0.528 -3.674
C -2.121 -1.373 -2.236
C -1.792 0.062 -2.494
H -3.177 -1.604 -2.354
H -1.810 -1.658 -1.232
H -1.563 -2.015 -2.921
C -2.624 1.092 -2.326
C -4.038 1.057 -1.853
H -2.256 2.081 -2.575
H -4.745 1.444 -2.582
H -4.157 1.643 -0.938
H -4.344 0.039 -1.601
V 0.000 0.000 0.000
Cl -2.298 0.199 -0.226
C -1.081 0.238 2.708
O -0.214 -0.366 2.055
N -1.231 0.107 4.029
C -0.701 -1.038 4.740
C -1.917 1.119 4.803
H -1.779 0.921 2.226
H -0.138 -1.650 4.046
H -1.512 -1.627 5.169
H -0.046 -0.710 5.547
H -2.113 1.987 4.182
H -1.308 1.429 5.653
H -2.866 0.736 5.180
H 4.814 1.879 -2.039
H 4.698 2.220 0.662
C 3.740 1.767 -1.898
C 3.645 1.961 0.558
N 3.464 1.138 -0.625
H 3.340 1.164 -2.709
C 2.859 -0.040 -0.562
O 2.060 -0.398 0.321
H 3.295 1.424 1.430
H 3.145 -0.727 -1.369
H 3.274 2.752 -1.928
H 3.055 2.868 0.454
H -0.095 -5.385 0.541
H 2.101 -5.550 -1.079
C -0.463 -4.849 -0.334
C 1.588 -4.831 -1.718
N 0.606 -4.095 -0.953
H -1.259 -4.176 -0.032
C 0.629 -2.763 -0.887
O -0.137 -2.097 -0.170
H 2.309 -4.134 -2.129
H 1.362 -2.277 -1.529
H -0.879 -5.566 -1.041
H 1.105 -5.374 -2.532
N 0.385 1.873 0.794
C 0.886 1.884 1.865
N 1.595 1.455 3.009
C 1.295 1.616 4.356
N 1.096 1.722 5.496